This record from OMol25 describes a molecular structure, C12H28F6NO19P3S2V in a non-equilibrium geometry. The level of theory is ωB97M-V/def2-TZVPD.

Results
HOMO energy (spin up / spin down) = -7.2 / -9.6 eV
molar mass = 812.3 u
spin multiplicity = 4
Kohn-Sham gap (spin up / spin down) = 7.466 / 9.862 eV
max |F| = 3.0 eV/A
energy relative to the best compared isomer or geometry (same formula, charge and spin) = 147.2 kJ/mol
electronic energy = -5322.32089 Eh

Geometry as XYZ:
```
72
Properties=species:S:1:pos:R:3:forces:R:3:mulliken_spin:R:1
V -0.378831 0.813107 0.510002 0.72 -1.49 0.74 2.81
O -2.161276 0.172927 4.019641 -0.65 0.95 -0.53 0.00
C -1.641645 0.370399 2.791302 2.12 -0.11 -0.81 -0.01
O -2.149144 1.177078 1.992892 -1.69 0.86 0.03 0.03
O -0.558941 -0.186867 2.483099 0.22 -0.71 0.07 -0.01
H -2.787275 0.924720 3.992774 -0.20 -0.57 0.74 0.00
C -1.731920 4.424118 -0.582033 1.07 -0.32 -1.48 0.01
F -1.539281 5.727383 -0.726638 0.07 0.11 0.42 0.00
F -2.401830 4.159811 0.513979 -0.18 0.12 0.25 0.00
F -2.423022 4.006568 -1.638034 -0.10 -0.29 0.15 0.00
S 0.006660 3.545341 -0.463408 -0.74 -0.19 1.04 -0.01
O 1.049180 4.463699 -0.812991 -0.65 -0.26 -0.57 0.00
O -0.057201 3.173816 0.925960 -0.14 -0.55 1.08 0.02
N -0.056439 2.057333 -1.206056 0.38 2.78 -0.99 0.04
S 0.528240 2.355569 -2.712652 0.04 -1.43 -0.83 0.01
O -0.162937 3.447792 -3.337576 -0.23 -0.51 0.06 0.00
O 1.955314 2.371892 -2.752219 0.12 -0.45 -0.01 0.00
C 0.000816 0.713455 -3.614287 -0.25 1.05 -0.48 0.01
F -1.299099 0.776059 -3.931309 0.02 -0.05 0.65 0.00
F 0.635455 0.668700 -4.790237 0.48 0.09 0.27 0.00
F 0.260507 -0.404566 -2.949937 -0.10 0.46 0.06 0.00
C 5.025754 -0.487807 2.842438 0.02 -0.71 0.12 0.00
O 3.854122 -0.218456 2.067775 -0.58 0.33 -0.21 0.00
P 3.027478 1.135546 1.989450 1.69 0.89 -0.02 0.01
O 1.845348 1.090106 1.127860 -0.69 -0.41 -0.04 0.05
O 2.816262 1.582671 3.499378 0.48 -0.31 -0.83 0.00
C 1.717528 2.442737 3.895514 -0.33 -1.27 0.03 0.00
O 4.152465 2.125891 1.390860 -0.96 -0.79 1.62 0.00
C 3.839913 3.249452 0.596591 1.33 0.44 -2.65 0.00
H 4.730713 -1.138459 3.666058 -0.09 0.64 0.49 0.00
H 5.567534 0.412098 3.117552 -0.18 0.03 0.24 0.00
H 5.705203 -1.148158 2.299525 -0.13 0.38 -0.64 0.00
H 2.089789 3.158093 4.622212 0.05 0.18 -0.28 0.00
H 1.043573 1.735646 4.382031 -0.32 0.44 0.09 0.00
H 1.223502 2.851731 3.015822 0.07 0.35 0.17 0.01
H 4.537792 4.078284 0.739335 -0.17 -0.10 0.98 0.00
H 2.830165 3.633229 0.479474 -0.21 -0.50 0.73 0.00
H 4.170762 2.926216 -0.401039 -0.61 0.18 -0.17 0.00
C -3.072117 -1.734029 -3.493820 -0.11 -0.10 -1.77 0.00
O -3.704143 -0.567674 -2.974687 -0.14 0.74 0.02 0.00
P -3.661750 -0.215576 -1.464375 -0.67 -0.35 1.92 0.01
O -2.360535 0.037746 -0.826135 0.50 0.04 0.06 0.05
O -4.670023 0.997577 -1.257851 -0.05 -1.45 -1.50 0.00
C -4.908097 1.613765 -0.004158 0.09 1.61 -0.17 0.00
O -4.384411 -1.532432 -0.877063 -0.34 0.81 -0.11 0.00
C -4.200212 -1.919394 0.509823 1.48 0.21 -1.33 0.00
H -3.817295 -2.213956 -4.130866 -0.20 -0.39 0.57 0.00
H -2.608684 -2.423048 -2.793093 -0.24 0.24 0.36 0.00
H -2.349973 -1.420744 -4.246693 0.40 0.23 0.43 0.00
H -5.786726 2.252793 -0.117652 -0.21 -0.38 -0.20 0.00
H -4.103750 2.342666 0.110604 0.17 -0.48 0.82 0.00
H -5.089205 0.946931 0.835644 0.45 -0.17 -0.11 0.00
H -3.437332 -2.692345 0.385885 -0.32 -0.35 0.85 0.00
H -5.140598 -2.264153 0.925176 0.06 0.09 0.04 0.00
H -3.707162 -1.090530 1.020068 -0.39 -0.11 0.48 0.01
C 3.167644 -3.241315 0.549244 0.83 0.90 0.68 0.00
O 1.740304 -3.161267 0.740514 -0.41 0.69 -1.75 0.00
P 0.802573 -2.536404 -0.429076 0.58 -0.24 -0.04 0.01
O 0.290420 -1.177164 -0.219905 0.08 -0.47 0.19 -0.04
O 1.668022 -2.587974 -1.771707 -1.03 -0.09 1.28 0.00
C 1.901622 -3.862845 -2.371602 1.15 0.69 -1.18 0.00
O -0.297321 -3.677697 -0.665490 0.70 0.65 0.02 0.00
C -0.514724 -4.755314 0.216109 -0.71 -1.16 1.21 0.00
H 3.656150 -2.695047 -0.263323 -1.07 -0.07 -0.66 0.00
H 3.481843 -4.278168 0.476299 -0.08 -0.06 0.37 0.00
H 3.600792 -2.667981 1.369659 -0.01 -0.75 0.51 0.00
H 1.137808 -4.061222 -3.122791 -0.14 -0.21 0.30 0.00
H 2.075874 -4.696559 -1.692129 -0.29 0.15 0.19 0.00
H 2.832101 -3.641504 -2.903205 -0.04 -0.64 -0.11 0.00
H 0.336537 -5.111852 0.797450 0.37 0.64 -0.20 0.00
H -0.851843 -5.660660 -0.291330 -0.14 0.44 -0.63 0.00
H -1.290994 -4.491750 0.937395 0.01 0.10 -0.05 0.00
```
Forces are in eV/Å.